ORCA calculation (ωB97M-V with the def2-TZVPD basis set) on a 3-piece molecular cluster, C32H66ClN5O11P2S overall in a non-equilibrium geometry.

The orbital gap comes out at 0.341 hartree. The electronic energy comes out at -106163.9842 eV. As for the total charge: 0. Its structure (SMILES) is [H]/N=C(\N)NCCCC[C@@](C#N)(CCCCS(=O)(=O)Cl)[C@H](C#N)CCCCCOCC.CCOP(=O)(OCC)OCC.CCOP(=O)(OCC)OCC. As for the largest force on an atom: 0.1200 Eh/bohr. Its highest occupied orbital energy is -9.352 eV.

CARTESIAN COORDINATES (ANGSTROEM)
H -3.029 -0.525 5.819
N -3.319 -1.239 5.156
C -2.833 -2.363 5.495
N -1.975 -2.477 6.624
N -3.087 -3.553 4.772
C -4.070 -3.329 3.688
C -3.403 -2.730 2.429
C -2.848 -3.834 1.519
C -2.592 -3.423 0.064
C -1.548 -2.293 -0.168
C -0.564 -2.368 0.927
N 0.243 -2.373 1.743
C -0.864 -2.564 -1.550
C 0.556 -3.135 -1.472
C 1.655 -2.060 -1.316
C 2.928 -2.484 -2.076
S 4.408 -1.958 -1.224
O 4.121 -0.809 -0.428
O 5.471 -1.753 -2.154
Cl 4.862 -3.543 -0.011
C -2.106 -0.819 -0.186
C -2.003 -0.120 1.103
N -1.882 0.470 2.075
C -3.523 -0.663 -0.762
C -4.096 0.753 -0.687
C -3.345 1.796 -1.537
C -2.271 2.552 -0.713
C -2.240 4.047 -0.998
O -1.576 4.838 -0.033
C -0.471 4.219 0.601
C 0.410 5.264 1.272
H -1.540 -3.396 6.647
H -1.202 -1.846 6.434
H -2.209 -3.719 4.280
H -4.431 -4.327 3.423
H -4.913 -2.739 4.026
H -4.099 -2.064 1.919
H -2.553 -2.163 2.809
H -1.984 -4.325 1.972
H -3.616 -4.615 1.477
H -2.185 -4.311 -0.426
H -3.557 -3.243 -0.404
H -1.462 -3.292 -2.097
H -0.826 -1.671 -2.176
H 0.669 -3.941 -0.745
H 0.748 -3.597 -2.447
H 1.260 -1.105 -1.663
H 1.907 -1.912 -0.267
H 2.891 -3.563 -2.198
H 2.947 -1.982 -3.042
H -1.439 -0.250 -0.841
H -4.181 -1.289 -0.157
H -3.572 -1.059 -1.778
H -5.113 0.687 -1.084
H -4.223 1.067 0.349
H -2.898 1.302 -2.404
H -4.052 2.539 -1.913
H -1.310 2.055 -0.859
H -2.534 2.435 0.337
H -1.887 4.245 -2.021
H -3.282 4.378 -0.988
H -0.811 3.553 1.398
H 0.170 3.678 -0.102
H 1.242 4.713 1.719
H 0.821 5.975 0.558
H -0.120 5.738 2.096
C -6.115 7.704 -7.457
C -7.026 8.638 -6.679
O -7.248 8.197 -5.338
P -6.034 8.302 -4.269
O -5.804 9.741 -4.016
O -6.803 7.811 -2.918
C -6.852 8.637 -1.754
C -8.112 9.481 -1.730
O -5.448 6.799 -4.520
C -4.045 6.569 -4.259
C -3.676 6.825 -2.812
H -5.095 7.730 -7.063
H -6.076 7.994 -8.508
H -6.464 6.675 -7.384
H -6.622 9.654 -6.672
H -8.005 8.676 -7.155
H -5.960 9.260 -1.685
H -6.839 7.968 -0.892
H -8.289 9.960 -2.692
H -8.046 10.251 -0.961
H -8.982 8.858 -1.519
H -3.447 7.198 -4.925
H -3.846 5.530 -4.521
H -3.794 7.881 -2.550
H -2.637 6.550 -2.628
H -4.318 6.254 -2.142
C 7.675 -5.283 -0.147
C 7.999 -6.744 0.112
O 9.161 -6.912 0.928
P 9.069 -6.527 2.499
O 8.177 -7.521 3.137
O 10.551 -6.995 2.994
C 10.712 -7.948 4.044
C 10.846 -9.355 3.496
O 9.575 -4.985 2.333
C 9.137 -4.018 3.316
C 9.607 -4.365 4.715
H 7.355 -4.785 0.771
H 6.873 -5.192 -0.877
H 8.551 -4.751 -0.515
H 7.148 -7.254 0.573
H 8.212 -7.247 -0.831
H 9.891 -7.880 4.757
H 11.622 -7.673 4.581
H 10.087 -9.564 2.744
H 10.759 -10.091 4.297
H 11.817 -9.485 3.014
H 8.047 -3.941 3.284
H 9.544 -3.057 3.008
H 9.146 -5.291 5.073
H 9.344 -3.569 5.412
H 10.686 -4.513 4.733

Löwdin atomic charge list, values in e, 99 entries:
1 H 0.05
2 N 0.14
3 C -0.55
4 N 0.10
5 N 0.02
6 C -0.21
7 C -0.19
8 C -0.20
9 C -0.13
10 C -0.33
11 C -0.21
12 N 0.23
13 C -0.12
14 C -0.19
15 C -0.22
16 C -0.27
17 S 0.34
18 O -0.32
19 O -0.33
20 Cl 0.44
21 C -0.22
22 C -0.22
23 N 0.22
24 C -0.16
25 C -0.19
26 C -0.17
27 C -0.20
28 C -0.24
29 O -0.13
30 C -0.29
31 C -0.07
32 H 0.07
33 H 0.09
34 H 0.11
35 H 0.10
36 H 0.11
37 H 0.11
38 H 0.08
39 H 0.11
40 H 0.11
41 H 0.12
42 H 0.12
43 H 0.12
44 H 0.12
45 H 0.12
46 H 0.11
47 H 0.12
48 H 0.08
49 H 0.09
50 H 0.11
51 H 0.13
52 H 0.10
53 H 0.13
54 H 0.11
55 H 0.11
56 H 0.11
57 H 0.10
58 H 0.10
59 H 0.10
60 H 0.12
61 H 0.11
62 H 0.11
63 H 0.12
64 H 0.08
65 H 0.07
66 H 0.08
67 C -0.08
68 C -0.28
69 O -0.19
70 P 0.51
71 O -0.22
72 O -0.21
73 C -0.29
74 C -0.07
75 O -0.19
76 C -0.26
77 C -0.08
78 H 0.06
79 H 0.08
80 H 0.08
81 H 0.11
82 H 0.12
83 H 0.10
84 H 0.12
85 H 0.07
86 H 0.08
87 H 0.07
88 H 0.11
89 H 0.12
90 H 0.08
91 H 0.08
92 H 0.08
93 C -0.11
94 C -0.27
95 O -0.19
96 P 0.51
97 O -0.22
98 O -0.21
99 C -0.30

---

ORCA calculation (ωB97M-V with the def2-TZVPD basis set) on a 3-piece molecular cluster, C32H68N5O4 overall in a non-equilibrium geometry.

The orbital gap comes out at 0.361 hartree. The calculation puts the energy above the lowest of the compared OMol25 structures with the same formula, charge and spin at 0.0 kcal per mole. The electronic energy comes out at -49921.3423 eV. As for the total charge: +1. As for the largest force on an atom: 0.0337 Eh/bohr. Its highest occupied orbital energy is -12.235 eV.

CARTESIAN COORDINATES (ANGSTROEM)
C -2.079 -3.655 7.043
C -1.948 -3.314 5.548
C -0.738 -3.983 4.878
C -0.653 -3.614 3.383
C -1.407 -4.596 2.489
C -1.423 -4.181 1.000
C -2.793 -4.420 0.372
C -2.872 -4.193 -1.145
C -2.522 -2.769 -1.644
C -3.209 -1.650 -0.836
C -2.271 -0.485 -0.435
C -2.036 0.507 -1.598
C -1.051 1.660 -1.304
N 0.398 1.438 -0.866
C 1.345 1.632 -1.890
N 1.706 0.818 -2.848
C 1.201 -0.534 -3.047
C 2.308 -1.525 -2.619
C 2.123 -2.101 -1.211
N 3.286 -1.840 -0.340
N 1.983 2.839 -1.755
C 2.153 2.979 -0.262
C 3.331 2.093 0.173
C 3.672 2.060 1.676
C 2.415 4.456 0.062
C 3.549 5.047 -0.747
N 4.759 5.087 -0.378
C 0.723 2.538 0.092
C 0.322 2.283 1.546
C 0.395 0.828 1.998
O 0.015 0.754 3.379
C 0.960 0.323 4.236
O 0.693 -0.174 5.263
H -3.104 -3.954 7.270
H -1.898 -2.762 7.643
H -1.389 -4.445 7.340
H -2.836 -3.626 4.989
H -1.826 -2.237 5.399
H -0.781 -5.069 5.006
H 0.168 -3.613 5.371
H 0.402 -3.608 3.085
H -1.061 -2.600 3.279
H -0.921 -5.574 2.572
H -2.435 -4.740 2.840
H -0.718 -4.829 0.473
H -1.110 -3.141 0.899
H -3.043 -5.470 0.560
H -3.539 -3.832 0.917
H -2.159 -4.877 -1.624
H -3.860 -4.472 -1.522
H -2.817 -2.692 -2.694
H -1.444 -2.609 -1.588
H -3.697 -2.067 0.045
H -3.999 -1.201 -1.448
H -2.754 0.078 0.373
H -1.340 -0.883 -0.024
H -1.844 0.007 -2.546
H -3.002 1.014 -1.715
H -1.542 2.243 -0.524
H -0.980 2.274 -2.208
H 2.397 1.123 -3.523
H 0.272 -0.700 -2.536
H 1.060 -0.670 -4.121
H 2.364 -2.321 -3.366
H 3.269 -1.004 -2.656
H 1.957 -3.164 -1.301
H 1.252 -1.630 -0.754
H 3.043 -1.162 0.369
H 3.581 -2.690 0.121
H 2.869 2.833 -2.257
H 3.217 1.067 -0.195
H 4.210 2.486 -0.351
H 4.753 2.126 1.816
H 3.384 1.101 2.107
H 3.235 2.878 2.248
H 1.504 5.026 -0.147
H 2.639 4.604 1.120
H 3.321 5.498 -1.714
H 4.873 4.675 0.552
H 0.157 3.437 -0.189
H -0.708 2.619 1.679
H 0.981 2.878 2.184
H 1.371 0.366 1.826
H -0.349 0.235 1.466
H 1.987 0.521 3.894
C 3.851 -0.607 -8.127
C 2.622 -0.670 -7.236
C 1.375 -1.029 -8.026
O 2.436 0.583 -6.561
H 3.724 0.161 -8.895
H 4.736 -0.348 -7.546
H 4.028 -1.561 -8.623
H 2.782 -1.408 -6.447
H 1.178 -0.274 -8.791
H 0.502 -1.071 -7.373
H 1.485 -1.995 -8.520
H 2.295 1.258 -7.234
C -4.913 3.801 2.913
C -3.461 4.238 2.814
C -3.230 5.575 3.499
O -3.058 4.309 1.440
H -5.564 4.529 2.420
H -5.060 2.841 2.418
H -5.228 3.708 3.952
H -2.821 3.479 3.270
H -3.831 6.354 3.023
H -2.184 5.872 3.419
H -3.499 5.530 4.554
H -3.607 4.972 1.007

Löwdin atomic charge list, values in e, 99 entries:
1 C -0.10
2 C -0.26
3 C -0.23
4 C -0.23
5 C -0.21
6 C -0.21
7 C -0.23
8 C -0.20
9 C -0.20
10 C -0.19
11 C -0.20
12 C -0.17
13 C -0.10
14 N 0.06
15 C -0.28
16 N 0.16
17 C -0.13
18 C -0.15
19 C -0.25
20 N 0.01
21 N 0.18
22 C -0.38
23 C -0.15
24 C -0.06
25 C -0.10
26 C -0.24
27 N 0.12
28 C -0.22
29 C -0.07
30 C -0.17
31 O -0.01
32 C -0.36
33 O 0.13
34 H 0.07
35 H 0.07
36 H 0.07
37 H 0.10
38 H 0.10
39 H 0.11
40 H 0.11
41 H 0.11
42 H 0.10
43 H 0.12
44 H 0.11
45 H 0.11
46 H 0.09
47 H 0.12
48 H 0.10
49 H 0.11
50 H 0.11
51 H 0.11
52 H 0.09
53 H 0.10
54 H 0.11
55 H 0.12
56 H 0.08
57 H 0.10
58 H 0.12
59 H 0.12
60 H 0.13
61 H 0.17
62 H 0.09
63 H 0.12
64 H 0.11
65 H 0.11
66 H 0.11
67 H 0.09
68 H 0.04
69 H 0.07
70 H 0.15
71 H 0.10
72 H 0.11
73 H 0.09
74 H 0.05
75 H 0.07
76 H 0.13
77 H 0.12
78 H 0.11
79 H 0.05
80 H 0.14
81 H 0.12
82 H 0.12
83 H 0.10
84 H 0.10
85 H 0.14
86 C -0.06
87 C -0.50
88 C -0.06
89 O -0.08
90 H 0.09
91 H 0.08
92 H 0.09
93 H 0.13
94 H 0.09
95 H 0.08
96 H 0.09
97 H 0.09
98 C -0.06
99 C -0.50